Below is an isolated ion of composition C9H19ClN2O5P and charge +1 in a non-equilibrium geometry, with properties calculated with wB97M-V/def2-TZVPD.

Structure (XYZ):
```
37
Properties=species:S:1:pos:R:3
H -3.028 1.290 -1.067
H 1.887 0.342 -2.161
C 0.628 0.224 0.436
C 0.972 -1.854 1.997
O -2.076 1.906 1.115
H -0.966 1.103 -2.062
H 0.654 -0.448 -2.889
C -0.619 3.115 -0.338
O -1.493 -1.172 -2.249
H 0.913 0.209 2.520
H 2.189 1.367 -0.187
H -0.422 0.393 0.655
O -2.755 2.217 -0.998
C -1.867 2.347 0.023
P -0.755 -1.733 -1.107
H 0.285 1.888 -2.989
N 1.245 1.513 0.152
H 1.261 2.959 -1.289
C 0.527 2.264 -0.885
H 1.596 -1.372 -0.674
Cl 3.054 -0.146 1.623
H -0.292 3.680 0.529
H -0.885 -3.696 -1.856
O -0.213 -3.205 -1.353
O -1.554 -1.749 0.256
C 1.278 -0.385 1.686
C 0.081 1.365 -2.057
C 0.737 -0.714 -0.806
C -0.112 -2.014 3.069
H -1.780 -2.646 0.539
H 1.887 -2.302 2.373
H 0.345 -1.965 4.055
H -0.902 -1.272 2.994
H -0.538 -3.015 3.002
H 0.711 -2.438 1.117
N 0.898 0.109 -2.066
H -0.891 3.837 -1.109
```

Structure (SMILES) = CC[C@@H](Cl)[C@H]1N[C@H](CC(=O)O)C[NH2+][C@@H]1P(=O)(O)O
2S+1 = 1
E_HOMO = -13.39 eV
Charge = +1
E_LUMO = -3.256 eV
F_max = 1.0 eV/Å

---

Below is a 2-piece molecular cluster, C9H19ClNO5 overall in a non-equilibrium geometry, with properties calculated with wB97M-V/def2-TZVPD.

Structure (XYZ):
```
35
Properties=species:S:1:pos:R:3
C 5.488 0.251 -1.107
H 1.544 -1.369 -0.279
C -4.217 -0.715 1.223
H 5.585 1.240 -0.627
H -5.312 -1.159 1.051
O 5.037 -0.754 -0.342
C 0.983 0.453 0.260
H -3.449 -2.690 -1.475
H 6.491 0.130 -1.552
H 3.492 0.613 -1.890
H 2.477 -0.318 1.899
O -4.088 -2.173 -0.893
H 0.936 0.549 2.640
H -1.499 -0.222 1.615
O 4.954 1.456 -3.119
C 1.302 -0.153 1.770
H 0.804 -1.230 1.808
Cl -2.742 2.651 2.191
C -0.451 1.245 0.147
H -1.373 -1.159 -0.887
H 4.371 -0.525 -2.808
O 1.174 -0.585 -0.803
H -3.109 2.023 -0.183
H -0.595 1.533 -0.999
H -2.704 -2.384 0.725
H -3.956 -1.011 2.349
C -3.251 -1.501 0.141
H -2.607 -0.032 -1.247
O -4.330 0.734 1.003
C 4.490 0.468 -2.339
C -3.023 1.382 0.820
N -2.181 -0.622 -0.490
H -0.331 2.260 0.720
H 1.847 1.251 0.058
C -1.757 0.361 0.620
```

2S+1 = 1
E_HOMO = -0.74 eV
Charge = -1
E_LUMO = 1.166 eV
F_max = 3.3 eV/Å
Energy above the lowest of the compared OMol25 structures with the same formula, charge and spin = 373.6 kJ/mol

---

Below is C9H19FeO7PS4Si as an isolated structure in a non-equilibrium geometry, with properties calculated with wB97M-V/def2-TZVPD.

Structure (XYZ):
```
42
Properties=species:S:1:pos:R:3
O -0.094 -3.300 -0.226
C -2.956 -2.391 -0.517
H 6.208 -2.505 0.718
C -5.181 0.262 1.195
C 4.715 -0.839 1.332
S 1.776 3.005 1.592
C 6.267 -1.340 0.963
H 0.004 -0.134 -1.823
S 1.398 -0.617 0.272
C -5.148 1.253 2.536
S -3.513 2.150 2.741
C 0.513 -1.079 -1.356
Si 3.109 0.574 -0.297
O 4.465 0.515 0.818
H 4.705 -0.754 2.517
H 2.423 0.265 -3.137
O -6.221 0.477 0.353
H 6.610 -0.788 -0.021
O -1.930 -2.322 -1.570
H -2.552 -2.679 0.545
O 3.771 3.769 -0.555
H -3.557 1.317 -0.862
H -5.985 2.081 2.485
H 7.014 -1.197 1.866
O -4.177 -0.795 0.982
H 0.289 2.574 -0.938
S 3.626 0.173 -2.365
H 4.010 -1.673 0.912
H 3.366 4.704 -0.487
C -3.864 -0.988 -0.443
Fe 0.779 0.193 -3.321
H 1.283 -1.506 -2.151
H -3.746 -3.236 -0.814
P 2.402 2.700 -0.261
H -2.503 1.175 2.942
C -2.976 0.309 -0.988
H -5.327 0.635 3.517
O 1.100 2.930 -1.447
C -0.566 -2.299 -1.015
H -2.801 0.150 -2.140
H -1.943 0.357 -0.408
H -4.793 -1.122 -1.142
```

2S+1 = 5
E_HOMO (alpha / beta) = -13.70 / -13.70 eV
<S²> = 6.023
Charge = +2
E_LUMO (alpha / beta) = -8.748 / -11.189 eV
F_max = 9.6 eV/Å

---

Below is C9H19IrNP as an isolated structure in a non-equilibrium geometry, with properties calculated with wB97M-V/def2-TZVPD.

Structure (XYZ):
```
31
Properties=species:S:1:pos:R:3
C 0.274 0.395 3.162
H -0.106 -1.778 -1.514
H 1.298 0.829 -2.570
H 2.157 -1.948 2.805
H 3.656 1.022 1.423
H -0.287 -1.675 3.459
C -0.425 -0.649 3.776
C -1.639 0.991 5.080
H -0.589 1.613 0.433
Ir 0.340 0.428 -0.152
H -1.939 -1.139 5.217
C 2.847 1.109 2.173
C -0.939 2.037 4.459
P 1.370 0.104 1.739
H 0.508 2.535 2.939
H -1.557 -1.022 -0.785
H 2.546 0.820 -1.491
H 1.631 2.181 -1.667
H -1.128 3.077 4.717
N 1.597 1.160 -1.652
H 3.263 0.812 3.148
H 2.979 -1.646 1.268
C 2.006 -1.604 1.774
H 2.581 2.174 2.278
C 0.010 1.732 3.491
C -0.674 -0.846 -1.397
C -1.379 -0.330 4.742
H 1.271 -2.223 1.238
H -0.952 -0.351 -2.334
H -0.411 -0.626 0.824
H -2.370 1.233 5.846
```

2S+1 = 6
E_HOMO (alpha / beta) = -8.08 / -12.49 eV
<S²> = 8.807
Charge = +1
E_LUMO (alpha / beta) = -3.058 / -6.270 eV
F_max = 4.9 eV/Å
Energy above the lowest of the compared OMol25 structures with the same formula, charge and spin = 0.0 kJ/mol

---

Below is C9H19N2O as an isolated structure in a non-equilibrium geometry, with properties calculated with wB97M-V/def2-TZVPD.

Structure (XYZ):
```
31
Properties=species:S:1:pos:R:3
C 0.172 1.523 -0.514
H -1.941 -0.035 1.361
C 0.281 -1.012 -0.048
H 1.030 3.366 0.117
C 1.693 1.230 2.410
H -1.560 -2.341 -1.557
N -0.828 0.915 -1.090
H -0.506 -1.178 2.061
H -0.519 -2.628 1.056
H 0.513 1.098 2.403
C 0.618 2.911 -0.781
H -1.386 1.284 -1.840
H -2.670 -1.337 0.614
H 1.046 -2.061 1.562
H 1.453 2.788 -1.486
H -2.972 0.358 0.150
C -1.456 -1.317 -1.856
H 2.372 -1.584 -0.512
C 1.296 -1.682 -0.888
N 0.889 0.806 0.302
H -2.426 -0.910 -2.167
H -0.152 3.556 -1.363
C -2.206 -0.354 0.431
C -1.097 -0.460 -0.619
H 1.905 2.219 2.722
C 0.045 -1.694 1.261
O 2.015 1.244 0.982
H 2.331 0.394 2.859
H 1.519 -1.285 -1.929
H -0.635 -1.089 -2.619
H 1.175 -2.724 -1.022
```

2S+1 = 1
E_HOMO = -13.39 eV
Charge = +1
E_LUMO = -2.923 eV
F_max = 4.2 eV/Å
Energy above the lowest of the compared OMol25 structures with the same formula, charge and spin = 327.0 kJ/mol

---

Below is C9H19N3 as an isolated structure in a non-equilibrium geometry, with properties calculated with wB97M-V/def2-TZVPD.

Structure (XYZ):
```
31
Properties=species:S:1:pos:R:3
H 3.619 -2.997 0.818
H -0.120 -1.879 -0.926
N 0.516 1.350 -0.131
H -0.739 -0.824 -2.146
C 2.184 0.637 -0.678
H 1.717 -0.021 -1.516
H -2.541 1.115 -0.848
C -1.258 -0.410 0.116
C -1.511 -1.448 1.229
H -2.627 1.025 0.944
H 0.423 2.750 -1.900
C -0.234 0.551 0.697
H -1.494 -0.841 2.150
H -1.006 2.443 -1.094
H -0.367 1.044 -2.015
C -2.507 0.412 0.025
N 1.082 2.403 0.516
C 2.468 -1.237 0.665
H 0.217 0.146 1.494
C -1.019 -1.202 -1.175
C -0.116 1.887 -1.344
H -0.619 -1.955 1.401
C 2.526 -2.515 0.919
H -2.362 -2.057 0.970
N 2.639 -0.005 0.432
H 0.414 3.187 0.621
H 1.580 2.121 1.380
H 1.650 -3.126 1.457
H -1.817 -1.924 -1.250
H 2.741 1.508 -0.863
H -3.439 -0.138 0.049
```

2S+1 = 3
E_HOMO (alpha / beta) = -4.68 / -8.14 eV
<S²> = 2.021
E_LUMO (alpha / beta) = 0.661 / -0.503 eV
F_max = 5.1 eV/Å
Energy above the lowest of the compared OMol25 structures with the same formula, charge and spin = 117.1 kJ/mol

---

Below is a 2-piece molecular cluster, C9H19N3O5S overall in a non-equilibrium geometry, with properties calculated with wB97M-V/def2-TZVPD.

Structure (XYZ):
```
37
Properties=species:S:1:pos:R:3
C -0.315 4.816 -0.826
H -0.816 -3.171 -0.061
O -1.218 1.441 -0.914
H -0.346 3.240 0.705
N -2.219 4.846 0.675
H 1.988 -1.975 -0.021
H -1.589 -5.031 -1.331
H 1.385 0.044 1.594
H 2.382 -0.801 2.406
O 1.858 -3.156 3.477
H 0.606 -1.146 -0.307
H 2.027 3.845 -0.913
H -3.177 4.988 0.584
H -0.880 -5.714 -2.775
C 0.178 3.466 -0.387
H -0.211 -6.111 -1.300
C -1.760 4.844 -0.700
C 0.750 -1.786 1.802
H -0.302 -1.611 1.868
O -2.392 4.678 -1.725
C -0.239 2.361 -1.330
H 1.927 2.601 0.054
N 1.632 3.552 -0.168
S 0.447 -3.964 -1.839
H 0.432 -4.098 0.504
O 0.306 2.165 -2.459
C -0.640 -5.348 -1.789
H -1.530 0.943 -1.678
C 0.964 -1.971 0.194
O -0.193 -3.752 2.947
H -1.914 5.540 1.090
N 1.430 -0.607 2.294
H -0.089 4.923 -1.958
C 0.866 -2.974 2.807
C 0.190 -3.344 -0.174
H 0.116 5.683 -0.304
H 0.087 -4.658 3.479
```

Structure (SMILES) = NC(=O)C[C@H](N)C(=O)O.CSCC[C@H](N)C(=O)O
2S+1 = 1
E_HOMO = -8.57 eV
E_LUMO = 0.507 eV
F_max = 11.1 eV/Å
Energy above the lowest of the compared OMol25 structures with the same formula, charge and spin = 216.2 kJ/mol

---

Below is an isolated ion of composition C9H19N4 and charge +1 in a non-equilibrium geometry, with properties calculated with wB97M-V/def2-TZVPD.

Structure (XYZ):
```
32
Properties=species:S:1:pos:R:3
C 1.648 1.798 0.384
N 1.860 -0.438 -0.337
H 0.463 -3.555 0.067
C -1.088 -0.649 -0.069
H 1.044 2.272 1.082
H 1.764 0.066 1.694
N -1.383 0.426 1.054
H -0.968 2.434 1.278
C 2.226 0.419 0.788
H -2.449 0.184 -1.450
C -1.467 1.787 0.562
H 2.439 -2.065 0.639
C 0.493 -2.511 -0.292
H 2.489 2.388 0.075
C 1.911 -1.877 -0.240
H -0.708 0.376 1.767
H -2.391 -1.648 -1.437
H -3.203 -0.524 -0.088
H -0.480 3.224 -0.830
H -1.015 -2.543 1.125
H 0.220 -2.664 -1.417
C -0.627 2.030 -0.720
H -2.202 0.248 1.503
H 2.547 -2.317 -0.906
H -1.119 1.669 -1.624
H -2.521 2.245 0.443
N -0.480 -1.781 0.569
C 0.873 0.107 -1.000
H 3.321 0.220 0.919
C -2.441 -0.692 -0.797
H 0.507 -0.079 -2.038
N 0.739 1.450 -0.706
```

2S+1 = 1
E_HOMO = -10.93 eV
Charge = +1
E_LUMO = -2.598 eV
F_max = 4.4 eV/Å
Energy above the lowest of the compared OMol25 structures with the same formula, charge and spin = 364.7 kJ/mol